No. 1
Density functional theory data (ωB97M-V/def2-TZVPD) for C31H30BClN10O2Pt as an isolated structure.

- Lowest unoccupied orbital energy (spin up / spin down): -8.326 / -8.465 eV
- 2S+1: 2
- Expectation value of S²: 0.754
- HOMO energy (spin up / spin down): -14.9277 / -14.9263 eV
- Gap between HOMO and LUMO (spin up / spin down): 6.602 / 6.462 eV
- Total charge: +3

Geometry (Å):
Pt -2.854 0.014 2.883
C -2.150 0.342 -1.407
C -2.988 0.122 -0.320
N -2.265 0.116 0.797
N -0.971 0.333 0.470
C -0.885 0.473 -0.867
B 0.039 0.433 1.636
N -0.427 1.613 2.569
C 0.200 2.748 2.907
C -0.559 3.418 3.851
C -1.679 2.622 4.038
N -1.591 1.545 3.251
N -0.102 -0.869 2.513
C 0.817 -1.794 2.823
C 0.277 -2.676 3.742
C -1.016 -2.222 3.955
N -1.233 -1.142 3.199
N 1.471 0.625 1.251
C 2.527 0.783 2.104
C 3.661 0.894 1.353
C 3.209 0.795 0.020
N 1.902 0.629 -0.039
H -2.422 0.392 -2.446
H -4.054 -0.036 -0.287
H 0.076 0.640 -1.320
H 1.148 3.002 2.465
H -0.325 4.347 4.339
H -2.522 2.757 4.697
H 1.797 -1.762 2.377
H 0.759 -3.522 4.200
H -1.785 -2.602 4.608
H 2.390 0.797 3.174
H 4.669 1.030 1.704
H 3.764 0.840 -0.903
O -9.358 2.092 2.456
C -8.351 3.069 2.448
C -7.020 2.380 2.508
C -5.834 3.105 2.459
C -4.630 2.443 2.537
N -4.562 1.110 2.660
C -5.704 0.384 2.656
C -6.939 0.994 2.594
C -5.509 -1.080 2.637
C -6.543 -1.990 2.559
C -6.260 -3.346 2.438
C -7.364 -4.359 2.360
O -8.592 -3.680 2.395
C -4.926 -3.736 2.371
C -3.936 -2.785 2.466
N -4.219 -1.484 2.622
H -10.224 2.512 2.459
H -8.423 3.745 3.309
H -8.380 3.686 1.542
H -5.838 4.183 2.360
H -3.690 2.973 2.496
H -7.851 0.417 2.600
H -7.574 -1.672 2.580
H -7.249 -5.052 3.203
H -7.238 -4.939 1.439
H -9.319 -4.312 2.386
H -4.649 -4.774 2.245
H -2.890 -3.050 2.412
Cl 11.686 -0.659 -11.873
C 12.756 -0.287 -10.613
C 14.058 0.047 -10.905
C 14.931 0.353 -9.865
C 14.546 0.339 -8.512
C 13.264 0.012 -8.201
C 12.313 -0.318 -9.234
C 11.048 -0.657 -8.889
H 14.395 0.070 -11.931
H 15.953 0.612 -10.115
H 15.264 0.585 -7.743
H 12.924 -0.014 -7.174
H 10.745 -0.676 -7.849
H 10.309 -0.924 -9.633

---

No. 2
Density functional theory data (ωB97M-V/def2-TZVPD) for an isolated molecule of C4H10N2O.

- Structure (SMILES): C[C@@H](N)CC(N)=O
- Lowest unoccupied orbital energy: 0.824 eV
- HOMO energy: -8.8042 eV
- Gap between HOMO and LUMO: 9.628 eV

Geometry (Å):
C -0.069 1.170 1.502
C 0.411 -0.198 0.973
N 0.083 -1.392 1.605
C 0.024 -0.355 -0.395
C 0.168 0.606 -1.537
N -0.624 0.038 -2.696
O 0.794 1.656 -1.551
H 0.917 1.698 1.261
H -0.857 1.764 1.089
H -0.127 1.121 2.606
H 1.445 -0.009 1.213
H 0.348 -2.088 0.934
H -0.586 -1.677 2.326
H -1.052 -0.633 -0.375
H 0.522 -1.270 -0.754
H -0.174 0.324 -3.480
H -1.223 -0.756 -2.720

---

No. 3
Density functional theory data (ωB97M-V/def2-TZVPD) for an isolated molecule of C5H9NO.

- Structure (SMILES): O[C@H]1C[C@@H]2N[C@@H]2C1
- Lowest unoccupied orbital energy: 0.998 eV
- HOMO energy: -9.4520 eV
- Gap between HOMO and LUMO: 10.450 eV

Geometry (Å):
O -0.748 2.224 0.678
C -0.240 0.909 0.724
C -1.291 -0.156 0.350
C -0.474 -1.235 -0.314
N 0.736 -1.585 0.443
C 0.846 -0.696 -0.715
C 0.951 0.744 -0.294
H -0.262 2.511 -0.098
H 0.142 0.715 1.728
H -1.855 -0.519 1.218
H -2.011 0.276 -0.357
H -0.966 -2.004 -0.902
H 1.050 -2.516 0.192
H 1.339 -1.049 -1.616
H 1.915 0.998 0.163
H 0.867 1.382 -1.198

---

No. 4
Density functional theory data (ωB97M-V/def2-TZVPD) for an isolated molecule of C5H11NO.

- Lowest unoccupied orbital energy: 0.680 eV
- HOMO energy: -7.0773 eV
- Gap between HOMO and LUMO: 7.758 eV

Geometry (Å):
C -2.075 0.439 -0.904
C -1.419 -0.038 0.379
N 0.032 0.262 0.448
C 0.575 0.052 1.922
C 0.859 -0.557 -0.439
O 0.424 -1.566 -0.932
C 2.246 -0.009 -0.658
H -3.145 0.216 -0.861
H -1.664 -0.072 -1.779
H -1.972 1.521 -1.040
H -1.503 -1.120 0.488
H -1.843 0.438 1.267
H -0.041 -0.788 2.274
H 1.581 -0.379 1.783
H 0.176 1.250 0.250
H 2.285 0.463 -1.646
H 2.959 -0.836 -0.655
H 2.526 0.722 0.103

---

The energy above the lowest of the compared OMol25 structures with the same formula, charge and spin results, record by record, are as follows: 0.00 63.61 44.64 82.43 kcal per mole.
The strongest force on any atom results, record by record, are as follows: 0.25 5.01 1.20 0.64 eV Å⁻¹.